i:
17
Properties=species:S:1:pos:R:3:mulliken_spin:R:1 method="wB97M-V/def2-TZVPD" lumo_ha="0.1196 / 0.1192" charge=-1 e_homo_ev="-0.707 / -2.690" multiplicity=2
C 0.35 0.45 1.02 0.045
C -0.73 -0.16 0.11 0.142
C -2.04 0.57 0.26 -0.004
S -3.53 -0.34 -0.42 0.287
N 1.63 -0.27 0.90 -0.008
H 0.56 1.45 0.64 -0.004
H 0.04 0.55 2.07 -0.002
H -0.89 -1.19 0.44 0.006
H -0.30 -0.14 -0.88 0.011
H -2.25 0.76 1.32 -0.016
H -2.06 1.52 -0.28 -0.002
H -2.18 -1.49 -1.43 0.535
H 2.40 0.25 1.28 0.001
H 1.66 -1.25 1.12 0.000
H 2.71 -0.30 -2.82 -0.001
H 2.52 -0.03 -1.26 0.000
O 2.12 -0.38 -2.07 0.011

ii:
17
Properties=species:S:1:pos:R:3:mulliken_spin:R:1 method="wB97M-V/def2-TZVPD" lumo_ha="0.1209 / 0.1207" charge=-1 e_homo_ev="0.886 / -5.255" multiplicity=2
C -0.29 1.65 -1.50 -0.041
C -0.27 0.85 -0.19 0.228
C -1.43 -0.23 -0.30 0.709
S -2.04 -0.71 1.39 0.089
N 0.99 0.43 0.31 0.082
H 0.35 2.49 -1.72 0.002
H -0.01 0.81 -2.19 -0.008
H -1.33 1.83 -1.72 0.001
H -0.70 1.47 0.62 -0.049
H -1.10 -1.08 -0.90 0.020
H -2.23 0.22 -0.87 -0.104
H -1.16 -1.52 2.06 0.021
H 1.01 -0.06 1.19 -0.045
H 1.82 0.63 -0.20 -0.050
H 2.32 -3.01 1.55 -0.287
H 1.68 -1.69 0.97 0.058
O 2.39 -2.07 1.50 0.373

Energies in kJ/mol, measured from the most stable structure: i 8.2; ii 0.0.

i:
19
Properties=species:S:1:pos:R:3:nbo_charge:R:1 method="wB97M-V/def2-TZVPD" lumo_ha="-0.0444 / -0.0489" e_homo_ev="-8.595 / -8.411"
C 2.11 0.64 -0.15 -0.186
C -1.42 0.10 -0.48 -0.111
C -1.41 1.42 -0.76 0.604
C 2.19 1.81 0.76 -0.653
C 1.88 -0.57 0.14 -0.395
C -1.72 -2.27 -0.47 -0.428
N -1.20 -1.02 -1.01 -0.375
O -1.15 2.54 -0.64 -0.380
O -3.70 -0.48 0.76 -0.884
S -2.78 0.66 0.63 0.952
H 1.99 2.87 0.29 0.217
H 3.18 1.77 1.09 0.225
H 1.43 1.77 1.59 0.213
H 1.55 -0.99 1.10 0.186
H 1.92 -1.30 -0.61 0.198
H 2.65 0.79 -1.17 0.194
H -0.98 -3.05 -0.48 0.204
H -2.00 -2.20 0.54 0.199
H -2.54 -2.51 -1.11 0.221

ii:
19
Properties=species:S:1:pos:R:3:nbo_charge:R:1 method="wB97M-V/def2-TZVPD" lumo_ha=0.0034 e_homo_ev=-9.149 smiles="O=C(O)CCCCN=C=S"
O 1.11 2.07 1.72 -0.588
C 1.60 2.06 0.57 0.780
O 2.88 1.90 0.49 -0.669
C 0.89 2.37 -0.75 -0.530
C 1.08 1.26 -1.77 -0.415
C 0.09 0.06 -1.63 -0.386
C -0.01 -0.55 -0.24 -0.244
N -1.28 -1.26 -0.47 -0.471
C -1.86 -1.92 0.33 0.347
S -2.60 -3.25 1.06 -0.092
H 3.41 2.00 -0.44 0.506
H -0.15 2.50 -0.55 0.241
H 1.38 3.32 -1.24 0.239
H 0.97 1.65 -2.79 0.221
H 2.15 0.89 -1.92 0.193
H -0.95 0.53 -1.91 0.217
H 0.39 -0.76 -2.28 0.219
H 0.79 -1.11 0.07 0.210
H -0.11 0.33 0.51 0.224

Energies in kJ/mol, measured from the most stable structure: i 367.3; ii 0.0.

i:
22
Properties=species:S:1:pos:R:3:nbo_charge:R:1 method="wB97M-V/def2-TZVPD" lumo_ha=-0.1946 charge=+1 e_homo_ev=-12.133
C 2.25 -1.64 -1.00 -0.626
C 1.82 -1.01 0.31 -0.498
S 1.37 0.77 0.13 0.156
C 0.78 0.96 1.83 -0.764
H 2.44 -2.70 -0.84 0.232
H 3.19 -1.27 -1.40 0.231
H 1.47 -1.50 -1.75 0.206
H 2.66 -0.98 1.00 0.225
H 1.00 -1.56 0.76 0.195
H 0.17 0.10 2.13 0.204
H 1.65 1.02 2.49 0.252
H 0.17 1.86 1.93 0.209
C -2.00 0.05 -0.98 -0.077
C -1.71 -1.17 -0.58 -0.288
C -2.07 2.38 -0.53 0.117
N -1.83 1.18 -0.14 -0.394
H -2.42 0.26 -1.96 0.234
H -1.30 -1.40 0.40 0.213
H -1.86 -2.04 -1.21 0.248
H -2.04 3.16 0.21 0.236
H -2.29 2.54 -1.58 0.232
H -1.43 1.00 0.77 0.457

ii:
22
Properties=species:S:1:pos:R:3:nbo_charge:R:1 method="wB97M-V/def2-TZVPD" lumo_ha=-0.1238 charge=+1 e_homo_ev=-12.856
C -2.93 0.84 1.70 -0.325
C -2.69 0.06 0.64 -0.290
C -2.24 0.54 -0.67 -0.267
C -2.05 -0.24 -1.73 -0.387
H -2.79 1.91 1.67 0.205
H -3.21 0.41 2.65 0.220
H -2.89 -1.01 0.68 0.212
H -2.07 1.61 -0.79 0.216
H -1.73 0.23 -2.65 0.221
H -2.28 -1.30 -1.70 0.209
C 1.81 -0.89 -0.05 -0.228
C 2.93 0.15 -0.07 -0.548
S 4.40 -0.73 -0.67 0.006
N 0.52 -0.23 0.39 -0.673
H 2.00 -1.68 0.68 0.237
H 1.64 -1.23 -1.07 0.239
H 3.12 0.52 0.93 0.227
H 2.65 0.93 -0.77 0.226
H 5.21 0.33 -0.68 0.155
H -0.22 -0.92 0.52 0.452
H 0.15 0.46 -0.27 0.456
H 0.66 0.24 1.28 0.437

Energies in kJ/mol, measured from the most stable structure: i 30.0; ii 0.0.

i:
7
Properties=species:S:1:pos:R:3:nbo_charge:R:1 method="wB97M-V/def2-TZVPD" lumo_ha=0.0118 e_homo_ev=-10.182
B 0.62 0.04 -0.31 0.582
N -0.55 -0.30 -0.07 -1.011
S 2.14 0.59 0.03 -0.148
H -1.91 0.53 1.26 0.026
H -1.67 1.45 1.02 -0.025
H -1.37 0.20 -0.25 0.406
H 1.83 1.15 1.17 0.169

ii:
7
Properties=species:S:1:pos:R:3:nbo_charge:R:1 method="wB97M-V/def2-TZVPD" lumo_ha=0.0189 e_homo_ev=-9.425 smiles=NBS
N 1.12 0.21 0.01 -1.050
B -0.23 0.04 0.14 0.355
S -1.22 -0.48 -1.25 -0.226
H 1.75 0.20 0.90 0.405
H 1.65 0.22 -0.80 0.392
H -0.76 0.05 1.35 -0.056
H -2.31 -0.23 -0.35 0.180

Energies in kJ/mol, measured from the most stable structure: i 298.5; ii 0.0.

i:
71
Properties=species:S:1:pos:R:3:lowdin_charge:R:1 method="wB97M-V/def2-TZVPD" lumo_ha=0.0683 charge=-1 e_homo_ev=-2.641
C 1.32 -1.26 -1.02 -0.470
O 1.23 -1.59 0.34 -0.542
H 2.04 -1.86 -1.59 0.009
H 0.35 -1.56 -1.41 0.015
H 1.60 -0.22 -1.13 0.019
C 4.15 -1.24 -6.62 -0.086
C 2.86 -0.60 -7.24 -0.314
O 3.33 0.60 -7.81 -0.090
H 4.73 -1.86 -7.30 0.062
H 3.73 -1.95 -5.91 0.065
H 4.81 -0.47 -6.23 0.071
H 2.04 -0.48 -6.53 0.112
H 2.59 -1.31 -8.03 0.102
H 3.24 1.09 -7.00 0.078
C 0.99 4.37 -4.63 -0.722
O 2.22 4.14 -4.60 0.000
N 0.34 4.94 -5.61 0.138
N 0.04 3.95 -3.77 0.141
H -0.63 5.20 -5.50 0.110
H 0.94 5.15 -6.39 0.120
H 0.37 3.49 -2.93 0.113
H -0.94 4.13 -3.89 0.100
C -1.87 -5.79 2.92 -0.793
O -2.44 -6.74 3.43 0.009
N -2.29 -5.10 1.90 0.158
N -0.75 -5.29 3.37 0.158
H -1.69 -4.34 1.61 0.114
H -3.10 -5.49 1.43 0.119
H -0.18 -5.66 4.11 0.120
H -0.37 -4.55 2.79 0.105
C -5.37 1.80 -3.03 -0.803
O -4.86 2.85 -2.71 0.034
N -6.44 1.70 -3.77 0.145
N -4.95 0.62 -2.67 0.164
H -7.06 0.92 -3.62 0.106
H -6.86 2.60 -3.97 0.115
H -5.45 -0.21 -2.97 0.112
H -4.18 0.65 -2.02 0.128
C 6.25 -1.77 2.64 -0.813
O 7.39 -2.13 2.94 -0.008
N 5.91 -0.78 1.94 0.172
N 5.21 -2.23 3.27 0.158
H 4.95 -0.82 1.63 0.118
H 6.49 -0.42 1.19 0.127
H 4.29 -1.98 2.94 0.111
H 5.27 -3.06 3.83 0.120
C 5.18 -7.86 2.22 -0.812
O 5.17 -7.35 3.30 0.050
N 5.71 -8.99 1.90 0.156
N 4.39 -7.43 1.25 0.155
H 6.22 -9.45 2.64 0.120
H 5.71 -9.44 1.00 0.112
H 4.63 -7.83 0.36 0.095
H 3.83 -6.59 1.21 0.123
C -3.26 3.31 3.14 -0.058
C -3.65 4.20 4.32 -0.473
C -4.03 5.66 4.03 -0.156
O -4.12 6.29 5.36 -0.200
C -4.73 7.54 5.41 -0.143
N -4.69 3.51 4.97 0.040
H -2.80 2.39 3.49 0.082
H -2.45 3.81 2.59 0.073
H -4.04 3.08 2.41 0.076
H -2.77 4.38 4.95 0.139
H -4.97 5.70 3.48 0.116
H -3.38 6.21 3.35 0.120
H -5.78 7.51 5.14 0.082
H -4.22 8.27 4.78 0.082
H -4.72 7.99 6.41 0.083
H -5.43 3.47 4.29 0.073
H -5.08 4.18 5.62 0.065

ii:
71
Properties=species:S:1:pos:R:3:lowdin_charge:R:1 method="wB97M-V/def2-TZVPD" lumo_ha=0.0844 charge=-1 e_homo_ev=-3.383
C 0.16 -0.21 0.62 -0.397
O 0.96 -0.40 -0.50 -0.328
H 0.44 0.64 1.23 0.037
H -0.91 -0.11 0.47 0.006
H 0.17 -1.06 1.31 0.020
C -4.36 -1.51 2.18 -0.085
C -3.19 -2.48 2.05 -0.338
O -3.51 -3.62 1.32 -0.063
H -4.86 -1.64 3.15 0.059
H -5.17 -1.68 1.47 0.070
H -4.18 -0.44 2.07 0.062
H -2.62 -2.63 2.97 0.116
H -2.48 -1.89 1.46 0.084
H -3.32 -4.37 1.89 0.079
C 4.16 -0.82 1.37 -0.745
O 4.11 -0.63 0.13 0.027
N 5.18 -0.68 2.17 0.137
N 3.17 -1.37 1.99 0.158
H 6.06 -0.42 1.74 0.111
H 4.98 -0.81 3.15 0.093
H 2.40 -1.59 1.36 0.068
H 3.05 -1.55 2.98 0.100
C 1.75 -4.26 -0.08 -0.871
O 2.46 -3.34 -0.46 0.066
N 1.71 -5.44 -0.65 0.166
N 0.89 -4.09 0.75 0.190
H 2.34 -5.54 -1.42 0.122
H 0.92 -5.99 -0.32 0.096
H 0.10 -4.71 0.87 0.118
H 0.88 -3.11 1.00 0.106
C 2.61 2.40 -2.04 -0.792
O 3.30 1.39 -2.18 0.045
N 2.94 3.53 -2.53 0.143
N 1.55 2.39 -1.24 0.162
H 3.79 3.42 -3.07 0.110
H 2.78 4.43 -2.09 0.096
H 1.20 1.51 -0.88 0.049
H 0.91 3.16 -1.18 0.083
C -0.96 -2.45 -2.89 -0.763
O 0.29 -2.43 -2.94 0.046
N -1.73 -1.83 -2.10 0.173
N -1.69 -3.21 -3.70 0.125
H -1.23 -1.56 -1.27 0.096
H -2.69 -2.15 -2.19 0.104
H -1.23 -3.89 -4.29 0.108
H -2.63 -2.87 -3.82 0.089
C 0.34 1.07 -3.93 -0.835
O 1.25 0.28 -4.14 0.056
N -0.14 1.61 -4.97 0.136
N -0.37 1.15 -2.89 0.187
H 0.40 1.28 -5.75 0.113
H -0.41 2.58 -5.00 0.098
H -1.30 1.56 -2.91 0.107
H -0.24 0.53 -2.10 0.073
C -1.78 4.56 1.17 -0.076
C -1.45 3.12 1.39 -0.452
C -1.61 2.66 2.95 -0.132
O -0.64 3.47 3.66 -0.227
C 0.74 3.09 3.30 -0.077
N -2.34 2.29 0.63 0.030
H -1.27 5.16 1.92 0.076
H -2.86 4.75 1.10 0.077
H -1.35 4.86 0.21 0.070
H -0.46 3.01 0.95 0.099
H -1.46 1.60 3.11 0.107
H -2.59 2.93 3.33 0.116
H 1.42 3.20 4.14 0.078
H 1.13 3.47 2.35 0.081
H 0.73 2.01 3.19 0.066
H -2.14 1.32 0.79 0.028
H -2.12 2.33 -0.35 0.062

Energies in kJ/mol, measured from the most stable structure: i 0.0; ii 220.3.